# 1
# C43H54N9O17

A cluster of 10 separate species, C43H54N9O17 in total in a non-equilibrium geometry (ωB97M-V with the def2-TZVPD basis set, the Open Molecules 2025 dataset).

Computed properties:
LUMO level   -0.07 eV
Strongest force on any atom   10.48 eV/A
Energy   -93650.4716 eV
HOMO-LUMO gap   6.15 eV
Net charge   -1

Element x y z (Å)
C1 -0.114 -0.621 -0.628
O1 -0.876 -0.828 0.357
O2 0.606 0.495 -0.653
O3 -0.234 -1.317 -1.666
H1 0.982 0.597 0.203
C2 -4.498 -1.080 3.675
C3 -3.111 -0.712 3.136
C4 -2.906 0.678 2.356
C5 -3.800 1.812 2.883
C6 -5.280 1.403 3.318
C7 -5.587 -0.135 3.700
N1 -3.462 3.169 2.587
O4 -4.374 4.003 2.724
O5 -2.236 3.431 2.645
H2 -4.698 -2.100 3.738
H3 -2.474 -1.643 3.050
H4 -2.014 0.650 1.932
H5 -6.047 2.216 3.401
H6 -6.541 -0.209 3.999
C8 -2.035 2.534 -1.369
C9 -2.523 4.070 -1.213
C10 -3.743 4.384 -1.932
C11 -4.683 3.310 -2.642
C12 -4.088 1.758 -2.816
C13 -2.764 1.536 -2.105
N2 -5.976 3.658 -3.337
O6 -6.563 4.713 -2.801
O7 -6.498 2.911 -4.175
H7 -1.230 2.003 -0.824
H8 -1.747 4.715 -0.699
H9 -4.252 5.420 -1.737
H10 -4.573 0.983 -3.528
H11 -2.469 0.596 -2.032
C14 1.749 -0.608 6.987
C15 2.518 -1.543 6.051
C16 2.622 -1.226 4.591
C17 2.046 0.119 3.963
C18 1.211 1.055 4.979
C19 1.141 0.554 6.415
N3 2.112 0.374 2.529
O8 2.971 -0.298 1.884
O9 1.684 1.353 2.011
H12 1.564 -0.875 8.034
H13 3.101 -2.374 6.528
H14 2.978 -1.878 3.919
H15 0.726 1.944 4.472
H16 0.525 1.033 7.186
C20 0.908 -3.912 0.999
C21 0.919 -3.516 2.468
C22 1.208 -4.548 3.478
C23 1.954 -5.846 3.176
C24 2.160 -6.114 1.655
C25 1.541 -5.155 0.626
N4 2.485 -6.700 4.153
O10 2.406 -6.432 5.353
O11 3.100 -7.745 3.781
H17 0.587 -3.328 0.252
H18 0.760 -2.527 2.758
H19 1.077 -4.392 4.563
H20 2.589 -7.096 1.424
H21 1.861 -5.215 -0.407
C26 -4.192 -4.131 -2.802
C27 -3.109 -3.291 -2.117
C28 -2.863 -3.517 -0.587
C29 -3.787 -4.468 0.200
C30 -4.783 -5.268 -0.551
C31 -4.953 -5.100 -2.100
N5 -3.622 -4.594 1.667
O12 -4.140 -5.576 2.264
O13 -2.927 -3.727 2.238
H22 -4.298 -4.181 -3.890
H23 -2.645 -2.496 -2.696
H24 -1.977 -2.819 -0.067
H25 -5.189 -6.112 -0.134
H26 -5.507 -5.708 -2.688
C32 1.281 4.407 -0.573
O14 1.656 4.456 -1.844
N6 0.603 5.324 -0.003
C33 -0.069 5.175 1.272
C34 0.314 6.531 -0.870
H27 1.610 3.426 0.050
H28 -0.863 5.962 1.215
H29 0.801 5.210 2.190
H30 -0.413 4.111 1.224
H31 -0.311 6.166 -1.781
H32 1.181 6.905 -1.499
H33 -0.151 7.472 -0.366
C35 4.426 3.361 -1.965
O15 5.098 4.355 -2.144
N7 4.690 2.503 -0.939
C36 4.016 1.309 -0.808
C37 5.558 2.993 0.261
H34 3.654 3.078 -2.619
H35 3.523 0.928 -1.765
H36 3.037 1.512 -0.229
H37 4.669 0.530 -0.270
H38 5.179 3.705 0.755
H39 6.446 2.868 -0.195
H40 5.602 2.151 1.018
C38 -0.433 -0.197 -4.693
O16 -0.603 -1.104 -5.484
N8 0.427 0.706 -4.999
C39 0.900 1.775 -4.037
C40 0.947 1.055 -6.365
H41 -0.876 -0.299 -3.717
H42 2.002 1.807 -4.030
H43 0.569 1.508 -3.027
H44 0.449 2.646 -4.409
H45 1.940 1.479 -6.423
H46 0.419 1.754 -6.927
H47 1.002 0.121 -6.981
C41 3.871 -2.259 -1.143
O17 5.004 -2.743 -0.690
N9 3.760 -1.895 -2.425
C42 2.399 -1.574 -2.963
C43 5.010 -1.740 -3.228
H48 2.968 -2.106 -0.738
H49 1.733 -2.351 -2.704
H50 2.255 -1.555 -4.054
H51 2.011 -0.645 -2.824
H52 4.861 -1.194 -4.071
H53 5.271 -2.814 -3.494
H54 5.867 -1.330 -2.797

Here are the Mulliken charges for atoms 1 to 2, given in e: -0.38 -0.34

# 2
# C43H55Br2CoN6O8P2Se

A structure of composition C43H55Br2CoN6O8P2Se in a non-equilibrium geometry (ωB97M-V with the def2-TZVPD basis set, the Open Molecules 2025 dataset).

Computed properties:
LUMO level   -5.62 eV
Strongest force on any atom   1.37 eV/A
Energy   -332437.3515 eV
HOMO-LUMO gap   7.19 eV
Net charge   +2

Element x y z (Å)
Co1 0.151 0.208 0.992
Br1 2.009 0.504 7.309
C1 1.410 0.465 5.543
C2 0.061 0.498 5.252
C3 -0.330 0.463 3.928
N1 0.542 0.438 2.915
C4 1.852 0.400 3.211
C5 2.326 0.396 4.504
C6 2.719 0.292 2.041
C7 4.091 0.437 2.059
C8 4.791 0.216 0.881
Br2 6.650 0.352 0.869
C9 4.105 -0.119 -0.275
C10 2.729 -0.201 -0.217
N2 2.059 -0.001 0.917
H1 -0.680 0.533 6.037
H2 -1.373 0.469 3.674
H3 3.383 0.325 4.714
H4 4.613 0.719 2.961
H5 4.628 -0.308 -1.201
H6 2.131 -0.460 -1.079
C11 -3.040 -0.517 -2.031
C12 -2.257 -0.237 -3.292
C13 -1.454 -1.423 -3.769
O1 -1.350 0.918 -3.137
P1 -0.411 1.353 -1.979
O2 -0.216 0.317 -0.921
C14 -0.999 2.908 -1.297
P2 0.089 3.371 0.059
O3 0.519 2.185 0.865
O4 -0.779 4.413 0.839
C15 -0.297 4.990 2.114
C16 -0.682 6.450 2.097
C17 -0.920 4.217 3.254
O5 1.370 4.086 -0.471
C18 1.344 5.393 -1.154
C19 2.338 6.280 -0.442
C20 1.678 5.184 -2.613
O6 0.885 1.858 -2.692
C21 1.783 0.969 -3.453
C22 3.187 1.477 -3.221
C23 1.382 1.010 -4.910
H7 -3.779 -1.290 -2.245
H8 -3.560 0.380 -1.687
H9 -2.374 -0.873 -1.245
H10 -2.933 0.101 -4.074
H11 -0.729 -1.720 -3.010
H12 -0.931 -1.187 -4.697
H13 -2.125 -2.262 -3.959
H14 -1.991 2.772 -0.870
H15 -1.020 3.670 -2.078
H16 0.790 4.878 2.143
H17 -1.765 6.546 2.020
H18 -0.230 6.969 1.251
H19 -0.351 6.933 3.015
H20 -2.005 4.326 3.239
H21 -0.541 4.602 4.202
H22 -0.669 3.158 3.184
H23 0.338 5.808 -1.051
H24 3.342 5.861 -0.527
H25 2.093 6.381 0.615
H26 2.334 7.272 -0.894
H27 2.702 4.822 -2.717
H28 1.590 6.134 -3.141
H29 1.011 4.460 -3.082
H30 1.659 -0.044 -3.056
H31 3.343 2.415 -3.756
H32 3.908 0.748 -3.593
H33 3.366 1.657 -2.164
H34 1.444 2.033 -5.284
H35 0.362 0.654 -5.047
H36 2.055 0.384 -5.496
O7 -0.499 -2.059 3.284
C24 -0.113 -2.450 2.199
N3 0.211 -3.725 1.897
C25 0.509 -3.935 0.503
C26 0.515 -2.465 0.019
O8 0.880 -2.109 -1.079
N4 0.010 -1.668 1.032
C27 1.823 -4.684 0.289
C28 2.187 -5.674 1.197
C29 3.328 -6.436 0.995
C30 4.122 -6.220 -0.120
C31 3.765 -5.237 -1.030
C32 2.622 -4.472 -0.830
C33 -0.649 -4.644 -0.232
C34 -1.654 -5.287 0.483
C35 -2.674 -5.958 -0.182
C36 -2.710 -5.977 -1.567
C37 -1.712 -5.330 -2.284
C38 -0.685 -4.673 -1.623
H37 0.223 -4.431 2.611
H38 1.577 -5.882 2.068
H39 3.590 -7.207 1.708
H40 5.014 -6.811 -0.277
H41 4.377 -5.063 -1.906
H42 2.361 -3.703 -1.542
H43 -1.650 -5.277 1.565
H44 -3.433 -6.478 0.389
H45 -3.503 -6.499 -2.085
H46 -1.727 -5.344 -3.367
H47 0.095 -4.188 -2.193
C39 -3.141 -2.201 1.531
N5 -4.072 -1.152 1.138
C40 -5.398 -1.363 0.810
C41 -5.939 -0.161 0.548
N6 -4.933 0.777 0.710
C42 -5.104 2.217 0.537
C43 -3.794 0.159 1.064
Se1 -2.203 1.092 1.405
H48 -3.711 -3.101 1.746
H49 -2.594 -1.891 2.417
H50 -2.441 -2.401 0.724
H51 -5.841 -2.343 0.806
H52 -6.940 0.117 0.271
H53 -6.136 2.473 0.758
H54 -4.875 2.507 -0.488
H55 -4.447 2.746 1.219

Here are the Mulliken charges for atoms 1 to 2, given in e: 0.19 -0.09

# 3
# C43H56ClN10O5RuSSe

A structure of composition C43H56ClN10O5RuSSe (ωB97M-V with the def2-TZVPD basis set, the Open Molecules 2025 dataset).

Computed properties:
LUMO level (spin up / spin down)   -4.93 / -7.13 eV
Strongest force on any atom   0.58 eV/A
Energy   -161908.2636 eV
HOMO-LUMO gap (spin up / spin down)   6.98 / 4.78 eV
Spin multiplicity   6
Net charge   +2
Expectation value of S²   8.776

Element x y z (Å)
Ru1 0.961 -0.346 -1.568
C1 3.712 6.891 1.244
C2 3.267 5.484 0.992
C3 3.118 5.005 -0.310
C4 2.684 3.720 -0.568
C5 2.570 3.233 -1.981
C6 2.373 2.891 0.535
Se1 1.828 1.138 0.267
C7 2.535 3.338 1.869
C8 2.261 2.454 3.050
C9 2.977 4.633 2.061
H1 4.223 7.312 0.381
H2 4.372 6.948 2.109
H3 2.846 7.521 1.458
H4 3.360 5.656 -1.142
H5 2.878 4.009 -2.679
H6 1.540 2.950 -2.215
H7 3.212 2.362 -2.131
H8 1.218 2.133 3.070
H9 2.468 2.985 3.977
H10 2.885 1.560 3.015
H11 3.099 4.999 3.074
N1 0.789 -0.895 -3.902
H12 0.158 -0.355 -4.485
H13 0.498 -1.865 -3.998
H14 1.697 -0.849 -4.357
C10 -4.349 -1.702 -1.108
C11 -4.718 -1.996 0.356
C12 -6.235 -1.794 0.491
C13 -4.040 -0.956 1.255
C14 -4.373 -3.478 0.721
O1 -5.134 -4.335 -0.140
C15 -4.704 -3.900 2.165
C16 -3.854 -3.346 3.325
C17 -3.504 -4.404 4.342
C18 -2.178 -4.686 4.645
C19 -1.845 -5.660 5.576
C20 -2.855 -6.362 6.211
Cl1 -2.452 -7.577 7.376
C21 -4.187 -6.100 5.926
C22 -4.502 -5.125 4.995
C23 -2.950 -3.981 0.327
N2 -1.802 -3.074 0.327
C24 -1.222 -2.541 -0.737
N3 -0.172 -1.819 -0.359
C25 -0.156 -1.970 1.001
N4 -1.119 -2.733 1.440
H15 -4.956 -0.872 -1.476
H16 -4.545 -2.558 -1.754
H17 -3.308 -1.388 -1.214
H18 -6.470 -0.743 0.319
H19 -6.604 -2.042 1.485
H20 -6.785 -2.376 -0.248
H21 -4.253 0.038 0.856
H22 -2.956 -1.059 1.301
H23 -4.424 -0.986 2.272
H24 -6.004 -4.485 0.247
H25 -4.615 -4.990 2.164
H26 -5.760 -3.695 2.345
H27 -4.393 -2.538 3.824
H28 -2.928 -2.912 2.952
H29 -1.390 -4.134 4.146
H30 -0.812 -5.876 5.812
H31 -4.964 -6.653 6.435
H32 -5.545 -4.920 4.783
H33 -3.022 -4.352 -0.694
H34 -2.689 -4.821 0.970
H35 -1.574 -2.684 -1.744
H36 0.575 -1.508 1.644
N5 -7.420 4.619 -6.627
C26 -6.637 4.170 -5.919
C27 -5.652 3.608 -5.035
C28 -6.058 2.891 -3.912
C29 -5.111 2.343 -3.066
C30 -3.765 2.530 -3.344
C31 -3.350 3.254 -4.450
C32 -4.298 3.789 -5.304
N6 -2.788 1.962 -2.467
C33 -2.816 1.980 -1.092
C34 -1.707 1.311 -0.684
N7 -1.005 0.870 -1.784
C35 -1.685 1.284 -2.836
H37 -7.112 2.758 -3.712
H38 -5.415 1.764 -2.204
H39 -2.297 3.426 -4.629
H40 -3.996 4.360 -6.170
H41 -3.592 2.487 -0.548
H42 -1.367 1.122 0.320
H43 -1.446 1.116 -3.872
C36 7.472 3.360 0.664
C37 6.600 2.480 1.545
S1 5.774 1.194 0.647
O2 4.892 0.486 1.552
O3 5.201 1.758 -0.556
C38 7.058 0.053 0.146
C39 6.473 -1.241 -0.432
N8 5.324 -1.045 -1.329
C40 4.050 -1.357 -1.006
N9 3.202 -0.925 -1.938
C41 3.957 -0.304 -2.894
C42 5.259 -0.385 -2.538
N10 6.377 0.135 -3.271
O4 7.494 -0.119 -2.861
O5 6.112 0.770 -4.265
C43 3.650 -2.109 0.210
H44 7.841 4.201 1.248
H45 6.902 3.746 -0.178
H46 8.339 2.821 0.284
H47 5.766 3.030 1.991
H48 7.146 1.993 2.354
H49 7.641 -0.195 1.033
H50 7.690 0.568 -0.571
H51 6.113 -1.866 0.380
H52 7.255 -1.775 -0.967
H53 3.561 0.175 -3.773
H54 3.869 -1.534 1.111
H55 4.164 -3.069 0.264
H56 2.581 -2.309 0.157

Here are the Mulliken charges for atoms 1 to 2, given in e: 0.50 -1.66

# 4
# C43H56N4OPd

A structure of composition C43H56N4OPd in a non-equilibrium geometry (ωB97M-V with the def2-TZVPD basis set, the Open Molecules 2025 dataset).

Computed properties:
LUMO level   4.56 eV
Strongest force on any atom   1.20 eV/A
Energy   -56988.5472 eV
HOMO-LUMO gap   4.52 eV
Net charge   -2

Element x y z (Å)
Pd1 0.706 -0.367 -0.811
C1 0.334 -3.674 -1.797
C2 -0.795 -3.750 -0.824
C3 -1.233 -4.994 -0.399
C4 -2.302 -5.145 0.477
C5 -2.866 -3.993 0.997
C6 -2.443 -2.723 0.618
C7 -3.028 -1.562 1.382
C8 -1.468 -2.557 -0.410
N1 -1.215 -1.345 -1.037
C9 -2.355 -0.509 -1.171
C10 -3.626 -1.218 -1.613
C11 -2.420 0.851 -1.063
C12 -3.823 1.446 -1.025
N2 -1.341 1.684 -0.769
C13 -1.297 2.952 -1.228
C14 -2.007 3.511 -2.358
C15 -2.598 2.681 -3.481
C16 -2.077 4.889 -2.537
C17 -1.371 5.787 -1.755
C18 -0.480 5.243 -0.828
C19 -0.393 3.887 -0.591
C20 0.691 3.385 0.318
H1 0.748 -4.669 -1.983
H2 1.131 -3.019 -1.441
H3 0.011 -3.240 -2.741
H4 -0.722 -5.871 -0.786
H5 -2.643 -6.128 0.782
H6 -3.644 -4.064 1.754
H7 -2.854 -1.708 2.450
H8 -4.109 -1.478 1.232
H9 -2.576 -0.618 1.090
H10 -3.432 -2.271 -1.814
H11 -4.014 -0.771 -2.536
H12 -4.439 -1.170 -0.881
H13 -4.403 1.281 -1.937
H14 -3.778 2.521 -0.852
H15 -4.399 0.999 -0.206
H16 -2.091 2.926 -4.420
H17 -3.664 2.887 -3.625
H18 -2.486 1.614 -3.325
H19 -2.680 5.257 -3.366
H20 -1.442 6.857 -1.915
H21 0.197 5.896 -0.282
H22 1.580 4.017 0.239
H23 0.973 2.375 0.042
H24 0.406 3.349 1.372
C21 2.281 -3.086 3.432
C22 0.967 -3.025 2.646
C23 0.316 -4.405 2.622
C24 0.035 -1.959 3.195
C25 -0.760 -2.217 4.308
C26 -1.611 -1.250 4.820
C27 -1.694 -0.013 4.201
C28 -0.926 0.283 3.080
C29 -0.991 1.646 2.425
C30 -2.414 2.185 2.289
C31 -0.122 2.638 3.203
C32 -0.040 -0.689 2.601
N3 0.835 -0.373 1.527
C33 2.030 -0.058 1.879
C34 3.080 0.218 0.968
C35 4.363 0.645 1.312
C36 5.018 0.862 0.103
C37 4.097 0.547 -0.915
N4 2.918 0.147 -0.394
C38 4.380 0.657 -2.399
C39 3.294 1.498 -3.075
C40 4.481 -0.746 -3.011
C41 5.719 1.365 -2.636
H25 2.938 -3.850 3.009
H26 2.082 -3.348 4.476
H27 2.817 -2.139 3.416
H28 1.195 -2.748 1.614
H29 0.173 -4.799 3.633
H30 0.957 -5.109 2.085
H31 -0.649 -4.378 2.118
H32 -0.715 -3.192 4.779
H33 -2.221 -1.467 5.690
H34 -2.376 0.737 4.585
H35 -0.602 1.544 1.407
H36 -2.405 3.057 1.631
H37 -2.835 2.488 3.253
H38 -3.074 1.442 1.840
H39 -0.144 3.622 2.728
H40 -0.489 2.740 4.230
H41 0.918 2.305 3.248
H42 2.280 0.027 2.942
H43 4.737 0.787 2.317
H44 6.030 1.208 -0.033
H45 2.302 1.120 -2.861
H46 3.433 1.508 -4.161
H47 3.334 2.527 -2.708
H48 3.571 -1.318 -2.844
H49 5.323 -1.279 -2.558
H50 4.655 -0.681 -4.091
H51 5.726 2.362 -2.190
H52 5.886 1.468 -3.712
H53 6.553 0.794 -2.220
C42 -0.127 0.367 -3.546
C43 0.771 -0.532 -2.734
O1 1.496 -1.325 -3.292
H54 0.061 0.194 -4.607
H55 0.037 1.413 -3.283
H56 -1.158 0.132 -3.283

Here are the Mulliken charges for atoms 1 to 2, given in e: 0.87 -1.59